# 1
{
  "formula": "C5H10BrN2O",
  "method": "ωB97M-V/def2-TZVPD",
  "e_tot_ha": -2954.8222,
  "multiplicity": 1,
  "orbital_gap_ev": [7.41, 6.54],
  "lumo_ev": [-4.534, -4.871],
  "homo_ev": [-11.94, -11.41],
  "total_charge": 1,
  "elements": ["C", "Br", "C", "H", "H", "N", "C", "H", "H", "C", "C", "H", "H", "H", "O", "H", "H", "N", "H"],
  "xyz": [[-0.9539, -0.6873, 0.8375], [3.5620, 0.4082, 0.1006], [0.7293, -0.0956, -1.0750], [-1.3403, 1.8010, 0.8947], [-1.8293, -0.2188, 1.2376], [-0.0727, 0.3379, 0.2163], [0.3049, -0.2103, 1.4538], [3.0962, -2.1541, 0.0962], [0.6071, 0.3286, 2.3859], [-0.6246, 1.6913, 0.0140], [2.6203, -1.1431, -0.0519], [0.9471, -1.9898, -1.0462], [0.1958, -0.3897, -1.9629], [-1.3734, -2.6933, 0.3684], [-0.8680, -1.8909, 0.1916], [-1.1125, 1.6074, -0.8482], [0.2794, 2.4459, -0.1033], [1.5437, -1.2050, -0.8939], [1.2856, 0.7302, -1.1798]],
  "atomic_forces_ev_per_a": [[2.215, 0.315, 1.855], [0.346, 0.141, 0.268], [-0.814, -2.012, -0.133], [1.194, 0.730, -1.290], [-1.153, -0.601, -0.386], [-0.182, -0.775, -0.436], [1.114, -0.576, 0.999], [-0.324, 1.464, 0.381], [-0.718, -0.213, -1.259], [2.756, 0.876, 3.912], [-2.500, -2.360, -1.293], [0.665, -1.506, 0.542], [-1.299, 0.854, 0.003], [-0.491, 0.786, 0.715], [-0.011, -0.505, -1.449], [-2.319, 0.328, -3.614], [-2.132, -1.341, 0.712], [1.693, 1.311, 1.483], [1.959, 3.084, -1.011]],
  "mulliken_charge": [0.03, 0.04, -0.98, 0.31, 0.37, 0.47, -0.60, 0.35, 0.23, -0.83, 0.00, 0.28, 0.31, 0.35, -0.52, 0.45, 0.24, -0.05, 0.55]
}

# 2
{
  "formula": "C5H10BrNO2",
  "method": "ωB97M-V/def2-TZVPD",
  "smiles": "C/C(Br)=[N+](/[O-])O.C=CC",
  "e_tot_ha": -2975.6136,
  "multiplicity": 1,
  "orbital_gap_ev": 9.34,
  "lumo_ev": 0.731,
  "homo_ev": -8.61,
  "elements": ["H", "H", "H", "C", "C", "C", "O", "N", "O", "Br", "H", "C", "H", "H", "H", "H", "C", "H", "H"],
  "xyz": [[1.4056, 2.7983, 0.8162], [-0.2509, 0.6882, -2.1793], [-0.7624, -0.9534, -2.5878], [-0.3476, -0.3237, -1.7983], [0.5555, 0.8829, 1.1176], [1.2125, -0.2338, 1.3787], [-0.4706, -2.4167, -0.1336], [-1.3589, -1.3701, 0.1623], [-2.0952, -1.5346, 1.1294], [-2.5074, 1.0102, -0.3399], [1.8779, 1.6143, -0.4059], [1.0510, 1.9614, 0.2123], [2.1337, -0.4914, 0.8795], [-0.3464, 1.1170, 1.6671], [-0.6099, -3.0878, 0.5563], [0.6371, -0.7105, -1.5406], [-1.2258, -0.3399, -0.6029], [0.2547, 2.3421, -0.4231], [0.8473, -0.9525, 2.0918]],
  "atomic_forces_ev_per_a": [[0.010, 0.088, -0.035], [0.005, 0.022, 0.024], [-0.013, 0.004, -0.023], [0.172, -0.087, -0.049], [0.515, 0.298, 0.435], [0.065, -0.065, 0.097], [0.298, 0.103, -0.461], [0.348, -0.324, -0.170], [-0.403, -0.247, 0.736], [0.167, -0.133, -0.072], [0.026, 0.015, -0.048], [0.061, -0.015, 0.012], [0.190, 0.047, -0.150], [-0.159, -0.121, 0.071], [-0.382, 0.479, 0.123], [0.031, 0.033, -0.007], [-0.739, -0.050, -0.541], [-0.048, 0.065, -0.119], [-0.141, -0.113, 0.177]],
  "mulliken_charge": [0.36, 0.33, 0.37, -1.09, -0.01, -0.75, -0.45, 0.85, -0.73, -0.04, 0.29, -1.04, 0.25, 0.41, 0.36, 0.29, 0.07, 0.22, 0.31]
}

# 3
{
  "formula": "C5H10Cl10",
  "method": "ωB97M-V/def2-TZVPD",
  "smiles": "ClCCl.ClCCl.ClCCl.ClCCl.ClCCl",
  "e_tot_ha": -4798.4146,
  "multiplicity": 1,
  "orbital_gap_ev": 11.31,
  "lumo_ev": 0.389,
  "homo_ev": -10.92,
  "elements": ["Cl", "C", "H", "Cl", "H", "Cl", "H", "C", "H", "Cl", "H", "C", "Cl", "C", "Cl", "H", "H", "Cl", "Cl", "Cl", "H", "C", "H", "H", "Cl"],
  "xyz": [[-4.6287, 3.0283, -0.0686], [-4.0849, 1.3864, 0.3457], [-3.1313, -1.4637, -4.5240], [4.3413, -3.8704, 0.5490], [0.7004, 0.3866, -1.6713], [-1.8406, -0.2539, -6.0712], [3.7664, -1.6140, 0.9896], [-2.3091, -0.7649, -4.4336], [1.7043, 2.0571, 2.2085], [-3.5162, 0.5008, -1.0687], [-2.5885, 0.0866, -3.8266], [3.9821, -2.4767, 1.6057], [3.2444, 0.6738, 3.3023], [0.1382, 0.1289, -0.7841], [5.3593, -2.0868, 2.6393], [-4.9126, 0.8702, 0.8154], [3.1358, -2.7376, 2.2287], [1.9697, 3.2058, 4.2272], [-0.3173, 1.5476, 0.1575], [-0.9523, -1.6275, -3.6649], [-0.7748, -0.3953, -1.0298], [1.8425, 1.7469, 3.2354], [-3.2579, 1.4849, 1.0392], [0.9925, 1.1918, 3.6118], [1.1371, -1.0050, 0.1876]],
  "atomic_forces_ev_per_a": [[0.048, -0.216, 0.020], [0.041, 0.512, 0.251], [-0.009, -0.003, 0.001], [-0.144, 0.273, 0.129], [0.028, 0.244, 0.056], [-0.221, 0.108, 0.298], [0.026, -0.015, -0.069], [0.279, -0.343, -0.335], [-0.033, -0.049, -0.025], [-0.120, -0.179, -0.052], [0.141, 0.135, -0.083], [0.157, -0.259, -0.140], [0.097, 0.120, 0.084], [0.020, -0.637, 0.440], [-0.010, 0.022, 0.065], [-0.034, -0.138, -0.195], [0.016, -0.010, 0.043], [0.214, -0.019, 0.039], [0.141, 0.196, -0.090], [-0.209, 0.109, 0.104], [0.000, -0.017, -0.096], [-0.232, -0.054, 0.010], [0.057, -0.039, -0.068], [-0.044, -0.036, -0.133], [-0.210, 0.295, -0.254]],
  "mulliken_charge": [-0.15, -0.27, 0.30, -0.17, 0.30, -0.15, 0.16, -0.08, 0.11, -0.09, 0.10, -0.12, -0.11, -0.04, -0.16, 0.32, 0.30, -0.17, -0.16, -0.15, 0.03, -0.11, 0.19, 0.27, -0.14]
}

# 4
{
  "formula": "C5H10Cl10",
  "method": "ωB97M-V/def2-TZVPD",
  "smiles": "ClCCl.ClCCl.ClCCl.ClCCl.ClCCl",
  "e_tot_ha": -4798.4025,
  "multiplicity": 1,
  "orbital_gap_ev": 11.15,
  "lumo_ev": 0.391,
  "homo_ev": -10.76,
  "elements": ["Cl", "Cl", "Cl", "C", "Cl", "H", "Cl", "Cl", "H", "Cl", "H", "H", "C", "C", "H", "C", "H", "Cl", "Cl", "H", "Cl", "H", "H", "H", "C"],
  "xyz": [[-2.4807, 2.2843, -1.6919], [2.2994, -0.0902, -3.4845], [-0.4533, 0.9884, 2.4206], [-2.2525, -1.5225, 0.1284], [1.4975, -1.9858, 3.6453], [2.1900, -2.9958, 1.5220], [0.4131, 1.9880, -1.0069], [2.8346, -2.2166, -1.6772], [-2.5068, 1.4552, 1.2270], [-1.8977, -2.3493, 1.6922], [-2.4078, -0.4554, 0.3068], [2.1767, -0.1587, -1.0826], [1.8920, -2.0303, 1.9299], [2.8726, -0.4798, -1.8641], [3.8690, -0.1818, -1.7886], [-0.8062, 2.1062, -2.2945], [-1.3646, 2.7812, 1.1627], [-2.7282, 2.7823, 3.1963], [-0.9853, -1.7413, -1.1122], [-0.6154, 2.9857, -2.8394], [3.1691, -0.7779, 1.5283], [1.0130, -1.6313, 1.2769], [-3.2117, -1.9994, -0.1718], [-0.7407, 1.1925, -2.9044], [-1.7762, 2.0522, 1.8815]],
  "atomic_forces_ev_per_a": [[0.321, -0.211, 0.049], [-0.210, 0.497, -0.147], [-0.408, 0.313, 0.021], [-0.916, -0.617, 0.302], [0.082, -0.302, -0.502], [0.205, 0.104, 0.585], [-0.351, 0.058, -0.041], [0.185, -1.175, 0.109], [1.073, 0.640, 1.324], [0.202, 0.426, -0.580], [0.299, -0.336, -0.016], [0.472, 0.667, -0.500], [-1.343, 1.959, -2.010], [-1.846, -0.860, 0.076], [1.323, 0.778, 0.376], [-0.245, -1.229, 0.391], [-0.072, 0.036, 0.935], [0.528, -0.124, -0.398], [-0.433, 0.061, 0.518], [0.353, 0.850, -0.705], [-0.252, -0.699, 0.399], [1.274, -0.973, 1.577], [0.935, 0.468, -0.264], [-0.088, 0.491, 0.318], [-1.090, -0.822, -1.814]],
  "mulliken_charge": [-0.17, -0.17, -0.05, 0.32, -0.14, 0.36, -0.12, -0.15, -0.02, -0.13, -0.36, -0.20, 0.08, 0.10, 0.41, -0.29, 0.18, -0.18, -0.11, 0.39, -0.18, -0.14, 0.35, 0.21, 0.01]
}

# 5
{
  "formula": "C5H10Cl2Si",
  "method": "ωB97M-V/def2-TZVPD",
  "e_tot_ha": -1406.2825,
  "multiplicity": 1,
  "orbital_gap_ev": 9.57,
  "lumo_ev": 0.397,
  "homo_ev": -9.18,
  "elements": ["H", "Si", "C", "H", "H", "H", "H", "H", "C", "H", "C", "Cl", "H", "Cl", "H", "C", "H", "C"],
  "xyz": [[2.9891, 0.1731, -1.4339], [0.4403, -0.4510, 1.1879], [1.4453, 0.4667, -0.0341], [2.0103, -1.3424, -1.2393], [1.4848, 2.5508, 0.9694], [0.8245, -1.8885, 1.5100], [2.4189, 2.2229, -0.5063], [0.2885, 0.3429, 2.2690], [1.7539, 1.7770, 0.1690], [1.4153, -0.0639, -2.1152], [-2.8190, -0.3057, 0.3890], [-2.5143, 1.4285, 0.4350], [-2.9688, -0.4307, 1.4028], [-4.3499, -0.7677, -0.5537], [-1.6456, -2.1139, -0.1315], [-1.5573, -0.9720, -0.0533], [-1.2145, -0.4344, -0.9735], [1.9985, -0.1917, -1.2913]],
  "atomic_forces_ev_per_a": [[0.775, 0.097, -0.477], [-2.549, -3.094, -3.527], [0.491, 1.422, -0.023], [0.315, 1.580, 0.382], [-0.087, -1.903, -0.783], [0.163, 0.858, -0.130], [0.864, 0.645, -1.244], [-0.594, 1.598, 2.547], [-0.876, -0.430, 1.460], [-1.711, 1.004, -2.380], [0.613, 0.062, -0.962], [-0.274, 1.048, -0.599], [-1.150, -1.160, 1.808], [1.188, 0.395, 0.648], [0.188, 1.813, -0.060], [2.212, -0.301, 0.183], [-0.288, -1.058, 0.374], [0.721, -2.575, 2.782]],
  "mulliken_charge": [0.43, 0.58, 0.70, 0.31, 0.22, -0.13, 0.31, -0.19, -0.89, 0.35, 0.12, -0.18, 0.32, -0.20, 0.37, -1.06, 0.29, -1.36]
}

One value per record, in order, for ΔE to the lowest compared entry with this formula, charge and spin: 2.9448 3.1028 0.0698 0.3972 6.5084 eV.